Entry 1:
Molecular formula: C42H133N5O33
Method: DFT, ωB97M-V/def2-TZVPD

- Maximum force: 3.3 eV/Å
- Total energy: -4436.21421 Eh
- Highest occupied orbital energy: -0.32955 Ha

Geometry as ORCA input:
```
! wB97M-V def2-TZVPD RIJCOSX def2/J DEFGRID3
* xyz 0 1
C -13.548 -7.760 29.567
C -13.249 -8.106 31.002
C -14.288 -7.594 32.185
O -14.667 -6.164 31.978
C -13.533 -5.308 32.071
N -13.224 -9.575 30.943
H -13.703 -6.685 29.478
H -14.430 -8.294 29.214
H -12.708 -7.945 28.897
H -12.310 -7.638 31.298
H -13.838 -7.734 33.167
H -15.177 -8.210 32.320
H -13.658 -4.315 32.501
H -13.091 -5.057 31.107
H -12.810 -5.697 32.788
H -12.900 -10.058 31.768
H -12.520 -9.864 30.279
C -7.710 -7.016 29.129
C -7.099 -6.845 27.737
C -7.456 -5.537 26.989
O -6.744 -5.531 25.734
C -7.151 -4.374 25.085
N -5.696 -6.738 28.040
H -7.295 -7.932 29.548
H -8.788 -6.956 29.275
H -7.247 -6.239 29.737
H -7.306 -7.750 27.166
H -7.198 -4.606 27.495
H -8.535 -5.612 26.853
H -6.987 -4.528 24.019
H -6.663 -3.481 25.477
H -8.224 -4.280 25.252
H -5.219 -6.301 27.264
H -5.182 -7.539 28.380
C -4.372 2.885 23.499
C -5.411 2.912 22.392
C -4.923 2.596 20.924
O -6.078 2.382 20.074
C -5.999 1.356 19.099
N -6.491 2.019 22.773
H -3.883 1.951 23.778
H -4.891 3.271 24.377
H -3.737 3.717 23.196
H -6.075 3.777 22.397
H -4.188 1.805 20.779
H -4.520 3.506 20.478
H -5.267 0.567 19.274
H -5.965 1.691 18.063
H -7.025 0.993 19.166
H -6.190 1.056 22.742
H -7.159 2.106 22.020
C -13.711 -2.896 27.845
C -14.851 -3.901 28.051
C -16.247 -3.287 27.973
O -17.287 -4.128 28.527
C -18.612 -3.515 28.475
N -14.643 -4.924 27.111
H -13.771 -2.339 26.910
H -12.730 -3.352 27.977
H -13.801 -2.155 28.638
H -14.783 -4.419 29.007
H -16.495 -2.893 26.987
H -16.353 -2.438 28.649
H -18.813 -3.146 27.469
H -18.600 -2.955 29.410
H -19.399 -4.231 28.712
H -14.205 -4.439 26.341
H -15.528 -5.182 26.698
C -3.308 -5.390 30.459
C -3.142 -3.932 30.009
C -3.889 -2.954 31.000
O -5.305 -3.232 31.063
C -5.992 -2.914 29.892
N -1.731 -3.536 29.791
H -2.975 -6.001 29.620
H -4.350 -5.590 30.709
H -2.695 -5.701 31.305
H -3.637 -3.897 29.039
H -3.811 -1.926 30.648
H -3.430 -3.064 31.982
H -7.040 -2.763 30.150
H -5.844 -3.603 29.060
H -5.766 -1.941 29.455
H -1.202 -4.380 29.627
H -1.423 -3.265 30.714
C -10.253 -0.676 26.366
C -9.766 -2.155 26.645
O -10.011 -2.316 28.047
O -11.679 -0.553 26.586
H -10.012 -0.458 25.326
H -9.740 0.025 27.025
H -8.711 -2.336 26.436
H -10.332 -2.955 26.170
H -10.899 -1.975 28.181
H -11.976 -0.200 27.427
C -15.062 -8.424 26.176
C -14.116 -7.440 25.412
O -13.060 -6.929 26.189
O -16.021 -7.720 26.910
H -14.515 -9.166 26.756
H -15.557 -9.015 25.405
H -14.601 -6.557 24.995
H -13.613 -7.957 24.594
H -13.306 -6.021 26.377
H -15.596 -7.214 27.606
C -13.092 0.077 20.087
C -12.482 -0.307 18.646
O -12.904 0.681 17.628
O -12.250 1.040 20.804
H -13.225 -0.832 20.674
H -14.130 0.411 20.071
H -12.916 -1.276 18.400
H -11.394 -0.294 18.703
H -12.589 1.520 17.973
H -12.618 1.157 21.683
C -5.820 0.071 26.390
C -4.733 -0.892 26.905
O -3.757 -1.128 25.831
O -6.795 0.600 27.299
H -6.260 -0.171 25.423
H -5.429 1.063 26.161
H -5.163 -1.844 27.215
H -4.064 -0.436 27.633
H -3.164 -1.769 26.229
H -6.297 1.074 27.969
C -7.753 -1.199 21.990
C -8.925 -0.328 22.344
O -10.230 -0.846 22.086
O -6.519 -1.054 22.718
H -7.569 -1.060 20.925
H -7.960 -2.253 22.177
H -8.848 0.522 21.667
H -8.760 0.121 23.323
H -10.799 -0.099 21.889
H -6.119 -1.913 22.870
C -9.632 -5.022 21.010
C -10.922 -4.247 21.561
O -11.117 -3.148 20.663
O -9.883 -5.634 19.755
H -9.440 -5.831 21.715
H -8.806 -4.311 21.038
H -10.862 -3.791 22.548
H -11.793 -4.902 21.522
H -10.585 -2.403 20.951
H -9.087 -5.572 19.221
C -16.368 3.232 23.932
C -14.975 3.272 23.178
O -14.568 2.063 22.567
O -16.482 1.957 24.617
H -17.292 3.234 23.354
H -16.364 3.973 24.731
H -14.221 3.752 23.803
H -15.048 3.970 22.344
H -14.416 1.435 23.277
H -17.231 2.043 25.212
C -17.298 1.585 28.882
C -16.584 2.954 29.199
O -15.597 2.857 30.243
O -16.428 0.460 28.666
H -18.060 1.635 28.105
H -17.893 1.246 29.730
H -17.365 3.638 29.532
H -16.017 3.432 28.400
H -15.327 3.709 30.593
H -16.237 0.116 29.542
C -9.964 0.605 30.768
C -10.794 0.824 32.025
O -12.115 1.174 31.804
O -8.635 0.200 30.988
H -9.941 1.540 30.208
H -10.542 -0.090 30.159
H -10.402 1.736 32.477
H -10.885 -0.052 32.667
H -12.213 2.128 31.760
H -8.269 -0.231 30.213
C -9.869 -3.845 31.629
C -8.782 -4.816 32.292
O -9.205 -6.135 32.103
O -10.683 -3.244 32.658
H -10.551 -4.308 30.917
H -9.357 -3.057 31.076
H -8.436 -4.445 33.257
H -7.842 -4.684 31.757
H -8.601 -6.677 32.616
H -10.737 -3.880 33.375
C -9.681 2.683 26.580
C -8.774 2.391 25.356
O -7.576 3.211 25.286
O -8.998 2.786 27.825
H -10.439 1.964 26.891
H -10.146 3.652 26.398
H -9.399 2.542 24.475
H -8.542 1.330 25.454
H -6.899 2.707 24.828
H -8.426 2.029 27.968
O -12.502 1.050 28.693
H -13.371 1.070 28.292
H -12.658 1.262 29.613
O -12.831 0.940 24.352
H -13.350 1.236 25.100
H -12.381 0.156 24.668
O -12.883 -1.762 31.186
H -12.197 -2.161 31.721
H -12.822 -0.826 31.378
O -8.137 5.607 27.932
H -8.355 4.676 27.896
H -8.132 5.889 27.018
O -15.677 -1.889 31.135
H -14.890 -2.187 30.679
H -15.392 -1.121 31.630
O -14.699 1.073 26.563
H -15.204 1.758 26.125
H -15.274 0.758 27.259
*
```

Results of the Mulliken charge analysis, in e, for atoms 1 through 8: -0.7906 0.8777 -0.9525 -0.4222 -0.6991 -0.7986 -0.3274 0.3519

Entry 2:
Molecular formula: C42H28Cl5N6O3SZr
Method: DFT, ωB97M-V/def2-TZVPD

- Maximum force: 0.7 eV/Å
- Energy relative to the best compared isomer or geometry (same formula, charge and spin): 55.2 kJ/mol
- Total energy: -4917.79966 Eh
- Highest occupied orbital energy: -0.37529 Ha

Geometry as ORCA input:
```
! wB97M-V def2-TZVPD RIJCOSX def2/J DEFGRID3
* xyz 1 1
Zr -0.064 -0.238 -0.006
C 4.577 0.525 0.205
C 4.663 1.575 1.111
C 3.506 2.084 1.670
C 2.269 1.513 1.343
C 2.157 0.393 0.507
C 3.349 -0.054 -0.079
C 1.008 2.136 1.795
C 0.985 3.490 2.196
C -0.198 4.063 2.545
C -1.376 3.287 2.574
C -2.618 3.817 2.987
C -3.723 3.019 3.055
C -3.618 1.655 2.728
C -2.433 1.121 2.300
C -1.285 1.933 2.179
N -0.096 1.401 1.728
H 5.475 0.153 -0.273
H 5.624 2.006 1.359
H 3.574 2.916 2.359
H 3.327 -0.882 -0.779
H 1.890 4.074 2.164
H -0.248 5.112 2.812
H -2.671 4.864 3.259
H -4.673 3.426 3.373
H -4.488 1.016 2.818
H -2.360 0.065 2.083
Cl -7.656 -1.081 -0.493
C -5.977 -0.665 -0.484
C -5.608 0.683 -0.639
C -4.289 1.051 -0.641
Cl -3.829 2.700 -0.823
C -3.257 0.088 -0.484
O -2.022 0.446 -0.495
C -3.660 -1.258 -0.321
C -2.670 -2.266 -0.153
O -1.438 -2.103 -0.082
C -5.022 -1.626 -0.329
H -6.376 1.436 -0.758
H -3.036 -3.298 -0.072
H -5.299 -2.667 -0.212
Cl 0.119 2.679 -6.863
C 0.150 2.317 -5.172
C 0.110 0.999 -4.758
C 0.131 0.762 -3.398
Cl 0.119 -0.862 -2.772
C 0.195 1.750 -2.422
O 0.222 1.455 -1.149
C 0.237 3.071 -2.899
Cl 0.306 4.344 -1.739
C 0.214 3.354 -4.250
H 0.064 0.190 -5.474
H 0.244 4.380 -4.586
N 6.667 -7.468 4.318
C 5.938 -6.876 3.658
C 5.026 -6.135 2.834
C 5.045 -6.300 1.450
C 4.175 -5.575 0.657
C 3.280 -4.699 1.253
C 3.237 -4.543 2.632
C 4.120 -5.255 3.423
N 2.387 -3.942 0.445
C 1.684 -4.378 -0.661
C 0.934 -3.323 -1.057
N 1.172 -2.239 -0.231
C 2.048 -2.662 0.657
H 5.752 -6.984 1.001
H 4.206 -5.674 -0.420
H 2.495 -3.895 3.081
H 4.101 -5.148 4.498
H 1.757 -5.385 -1.030
H 0.224 -3.291 -1.863
H 2.490 -2.078 1.441
C -1.281 -1.559 5.546
N -0.046 -0.927 5.111
C 0.832 -0.220 5.913
C 1.825 0.225 5.119
N 1.540 -0.224 3.846
C 0.391 -0.918 3.832
S -0.397 -1.715 2.545
H -1.315 -1.536 6.632
H -1.308 -2.590 5.202
H -2.138 -1.024 5.140
H 0.664 -0.101 6.968
H 2.696 0.814 5.339
H 2.077 -0.008 3.013
*
```

Results of the Mulliken charge analysis, in e, for atoms 1 through 8: -0.4615 -0.7919 -1.2159 -0.8146 0.0348 2.2517 -0.3618 1.3234